Here is a structure of composition C24H28N4O2 at a distorted geometry from the Open Molecules 2025 dataset. Energies are from ωB97M-V/def2-TZVPD.

Geometry as XYZ:
```
58
Properties=species:S:1:pos:R:3:forces:R:3:lowdin_charge:R:1
C -0.807 -0.928 2.991 -2.450 1.794 1.584 -0.0211
C -1.777 -1.075 1.872 -3.213 2.147 6.812 -0.3214
C -3.094 -0.736 2.195 -5.712 -1.283 0.734 -0.0350
C -4.229 -1.016 1.287 2.135 -0.277 0.602 0.0261
C -3.981 -1.568 -0.133 -1.000 2.880 11.879 -0.0668
C -2.755 -1.710 -0.304 7.421 -1.490 -3.200 -0.0851
C -1.744 -1.587 0.723 4.635 -2.178 -10.760 -0.0910
C -0.332 -1.729 -0.020 -3.104 0.968 5.554 -0.3140
N 0.756 -1.584 0.663 0.197 -0.131 1.892 0.1659
C 1.838 -2.110 -0.084 -3.320 1.131 -0.121 -0.1508
C 1.158 -2.260 -1.230 4.357 -5.668 -5.832 -0.1749
O -0.226 -2.166 -1.234 2.571 -0.037 -0.537 0.1266
C 1.771 -3.192 -2.631 -1.288 9.965 2.066 0.0777
H 1.674 -2.188 -3.281 -0.197 -3.048 0.194 0.1155
H 2.786 -3.289 -2.529 2.242 -1.012 0.539 0.0071
H 1.114 -3.928 -2.680 -2.483 -3.385 -1.031 -0.0053
C 3.274 -2.250 0.396 -7.154 11.574 -0.068 -0.0470
N 3.870 -0.854 0.464 0.548 2.437 -1.407 -0.1013
C 4.113 -0.018 -0.963 -4.728 -4.476 2.837 -0.0509
C 2.845 0.919 -1.030 3.308 -3.935 -7.737 -0.2258
C 2.906 2.004 -0.207 -0.752 5.631 6.880 -0.2125
C 1.474 2.738 0.307 4.233 0.753 -3.599 -0.3552
O 1.395 3.947 0.060 -0.744 -2.013 1.429 0.0552
N 0.559 1.857 0.765 7.366 1.233 -0.590 0.0638
H 0.788 0.986 0.434 0.210 -2.903 -0.320 0.0775
C -0.644 2.295 0.777 -7.768 2.173 -1.971 -0.2099
C -1.680 1.635 -0.280 -0.427 4.589 -0.621 -0.0729
C -3.025 2.102 -0.110 -0.982 -2.687 1.705 -0.0190
C -4.008 1.522 -0.974 6.276 0.040 -2.869 -0.0315
C -3.356 1.017 -2.190 -5.072 -0.162 -1.224 -0.1468
N -2.080 1.043 -2.513 -4.342 -2.094 -5.498 0.0538
C -1.301 1.285 -1.627 6.348 1.800 8.526 -0.1842
H -0.185 1.252 -1.707 -0.774 -0.105 -0.782 0.1292
H -4.045 0.612 -3.102 1.415 1.032 2.422 0.1456
H -5.030 1.581 -0.958 -2.289 0.207 0.410 0.0655
H -3.398 2.535 0.893 0.938 -0.363 -1.728 0.1427
H -1.068 1.964 1.598 -2.588 -1.823 4.552 0.0561
H -0.673 3.388 1.038 -0.117 -0.637 -1.559 0.1702
C 3.605 1.570 1.202 -2.424 -0.266 -0.669 -0.1440
C 3.278 0.174 1.554 1.428 -6.150 1.675 -0.1858
H 4.003 -0.316 2.537 -2.322 2.073 -2.327 0.1759
H 2.187 -0.070 1.869 1.749 0.557 -0.862 0.0964
H 3.151 2.065 2.060 0.669 1.002 -0.160 0.1168
H 4.649 1.560 1.145 1.658 0.901 -0.023 0.0914
H 3.460 2.879 -0.599 -0.292 -0.611 0.161 0.1485
H 3.103 1.213 -2.170 -1.776 -0.018 1.948 0.1666
H 2.007 0.232 -1.032 -0.222 0.158 0.107 0.0889
H 5.098 0.261 -0.889 1.975 1.658 0.058 0.0690
H 4.053 -0.788 -1.791 -0.076 0.798 0.886 0.1165
H 3.665 -2.672 -0.285 6.171 -6.336 -8.144 0.0122
H 3.324 -2.460 1.304 0.393 -3.301 7.695 0.0499
H -2.445 -1.888 -1.415 0.017 0.078 2.300 0.1648
H -4.616 -1.467 -0.794 -6.457 0.300 -6.300 0.0207
H -5.237 -0.879 1.715 0.570 0.031 -0.498 0.0870
H -3.364 -0.588 3.349 0.483 0.195 -2.838 0.1414
H -1.249 -0.658 4.097 0.795 -0.639 -3.138 0.1508
H -0.212 -0.166 2.599 1.841 1.283 0.354 0.0340
H -0.327 -1.822 2.989 2.127 -2.362 0.608 0.0427
```
Positions in Å, forces in eV/Å.

Results
total charge	0
strongest force on any atom	13.61	eV/Å
energy	-1300.2883	Ha
relative energy (zero: lowest compared OMol25 entry of this formula, charge and spin)	1730.6	kJ/mol

Here is a structure of composition C24H28N4O2Sm from the Open Molecules 2025 dataset. Energies are from ωB97M-V/def2-TZVPD.

Geometry as XYZ:
```
59
Properties=species:S:1:pos:R:3:forces:R:3:lowdin_charge:R:1
Sm -0.042 -0.035 0.029 -0.079 0.209 0.635 1.9247
C 4.530 -5.488 -1.991 -0.010 -0.011 0.010 -0.0111
C 3.412 -4.605 -1.514 -0.034 -0.006 -0.002 -0.2210
C 2.107 -5.040 -1.437 0.022 0.012 -0.007 0.0609
C 1.033 -4.224 -0.993 -0.044 -0.093 -0.010 -0.0832
C -0.226 -4.901 -1.049 0.038 0.038 0.008 0.0571
N -1.491 -4.608 -0.899 -0.016 0.006 -0.007 0.1052
C -2.266 -3.393 -0.580 0.004 -0.079 0.065 -0.1257
C -2.354 -2.415 -1.754 -0.008 0.069 -0.022 -0.1361
C -3.651 -1.593 -1.903 -0.080 0.028 0.033 -0.0980
N -4.519 -1.419 -0.721 0.030 -0.011 0.003 0.1038
C -4.921 -0.311 -0.174 0.038 0.020 -0.019 0.0592
C -4.386 1.018 -0.288 -0.129 -0.062 0.052 -0.1091
C -5.320 2.073 -0.221 0.009 0.036 0.011 0.0641
C -4.938 3.398 -0.269 0.002 -0.028 0.006 -0.2210
C -5.932 4.523 -0.247 -0.008 -0.012 -0.009 -0.0125
C -3.565 3.648 -0.291 0.003 0.003 0.013 0.0715
C -2.597 2.641 -0.276 0.037 0.073 -0.016 -0.1007
C -1.208 3.078 -0.179 -0.086 0.013 -0.018 -0.0392
N -0.159 2.341 -0.101 0.032 0.239 -0.138 -0.1288
C 1.159 3.009 0.020 -0.034 -0.013 -0.056 -0.1788
C 2.129 2.245 0.940 -0.055 -0.018 -0.021 -0.1753
C 3.043 1.206 0.284 -0.021 -0.024 -0.041 -0.1850
N 2.338 -0.057 -0.054 0.291 -0.051 -0.019 -0.1226
C 3.068 -1.084 -0.310 0.014 -0.070 -0.035 -0.0464
C 2.635 -2.431 -0.670 0.056 0.036 0.018 -0.1017
C 3.643 -3.291 -1.116 0.010 0.014 -0.010 0.0743
C 1.303 -2.899 -0.573 -0.001 0.044 0.100 -0.2549
O 0.356 -2.130 -0.083 0.078 -0.456 -0.270 -0.2731
C -3.006 1.289 -0.293 0.112 -0.055 0.021 -0.2663
O -2.133 0.299 -0.211 -0.305 0.103 -0.223 -0.2793
H 4.164 -6.475 -2.265 0.003 0.000 0.002 0.0913
H 5.282 -5.612 -1.211 0.008 0.003 -0.002 0.1021
H 5.022 -5.056 -2.862 0.002 0.008 0.006 0.1008
H 1.885 -6.057 -1.738 0.008 -0.004 0.006 0.1369
H -0.112 -5.947 -1.317 0.008 0.001 -0.003 0.1558
H -2.087 -5.412 -1.051 -0.008 0.011 -0.008 0.1725
H -1.847 -2.936 0.310 -0.006 0.022 -0.022 0.1157
H -3.251 -3.778 -0.314 -0.001 0.005 -0.003 0.1318
H -2.233 -2.968 -2.687 -0.015 0.003 -0.001 0.1355
H -1.509 -1.734 -1.702 0.055 -0.055 -0.059 0.0615
H -4.301 -2.076 -2.634 0.012 -0.010 -0.008 0.1477
H -3.426 -0.599 -2.280 0.020 -0.012 -0.011 0.1328
H -5.089 -2.225 -0.491 0.018 -0.007 -0.003 0.1722
H -5.809 -0.424 0.444 -0.006 0.021 -0.006 0.1702
H -6.375 1.830 -0.150 0.000 0.002 -0.005 0.1426
H -6.953 4.148 -0.226 0.001 0.003 0.003 0.0911
H -5.824 5.153 -1.130 0.005 0.004 -0.001 0.1013
H -5.785 5.152 0.630 0.004 0.006 -0.006 0.1015
H -3.229 4.680 -0.284 -0.010 0.004 -0.004 0.1455
H -1.081 4.163 -0.153 -0.004 0.000 0.009 0.1496
H 1.016 4.023 0.394 0.005 -0.009 0.029 0.1313
H 1.591 3.093 -0.981 0.006 0.020 0.004 0.1361
H 1.582 1.801 1.787 0.012 0.014 0.013 0.1140
H 2.782 2.981 1.410 0.007 0.008 -0.019 0.1354
H 3.869 0.978 0.957 -0.001 0.019 0.012 0.1362
H 3.468 1.624 -0.632 0.007 0.000 0.004 0.1391
H 4.154 -0.963 -0.286 0.000 0.002 0.012 0.1523
H 4.658 -2.909 -1.156 0.004 -0.012 0.007 0.1464
```
Positions in Å, forces in eV/Å.

Results
<S²>	8.764
total charge	+3
strongest force on any atom	0.67	eV/Å
energy	-1957.9559	Ha
multiplicity	6

Here is an isolated molecule of C24H28N4O4 from the Open Molecules 2025 dataset. Energies are from ωB97M-V/def2-TZVPD.

Geometry as XYZ:
```
60
Properties=species:S:1:pos:R:3:forces:R:3:lowdin_charge:R:1
C 4.032 -2.192 -0.607 -0.005 0.202 -0.059 -0.0743
C 3.462 -0.848 -1.045 -0.134 -0.311 0.148 -0.1447
C 2.041 -0.979 -1.617 0.188 0.455 0.060 -0.3159
C 1.427 0.373 -1.961 -0.016 0.001 -0.142 -0.1378
C 0.878 0.615 -3.213 0.066 -0.046 0.028 -0.0186
C 0.299 1.840 -3.496 -0.044 0.075 -0.061 -0.0700
C 0.256 2.831 -2.531 -0.032 0.021 -0.066 -0.0768
C 0.785 2.589 -1.276 0.043 0.032 0.058 -0.0622
C 1.360 1.364 -0.988 0.055 0.035 -0.021 -0.0216
N 2.005 -1.918 -2.712 0.214 0.309 -0.088 0.1593
C 1.132 -2.932 -2.535 0.043 -0.110 -0.025 -0.4726
O 0.875 -3.846 -3.267 -0.173 -0.286 -0.220 0.1179
N 0.580 -2.739 -1.252 -0.074 -0.196 0.064 0.0945
C -0.552 -3.479 -0.743 -0.074 0.100 -0.018 0.0039
C -1.689 -2.464 -0.558 0.072 -0.127 -0.120 -0.4420
O -2.093 -1.845 -1.525 0.124 -0.032 -0.240 0.0792
N -2.175 -2.266 0.684 -0.330 0.155 0.187 -0.1017
C -1.664 -2.887 1.887 0.246 -0.267 0.110 -0.0336
C -3.266 -1.330 0.842 -0.349 0.231 -0.162 -0.0472
C -2.898 0.039 1.432 -0.265 -0.596 0.008 -0.4622
O -3.757 0.727 1.945 -0.183 0.097 0.036 0.0691
N -1.608 0.396 1.301 0.586 0.042 -0.129 0.1647
C -1.092 1.661 1.676 0.020 0.379 0.174 -0.1545
C -0.070 1.710 2.627 -0.077 -0.042 -0.055 -0.2048
C 0.432 0.447 3.258 0.015 0.021 -0.019 -0.0303
C 0.454 2.943 2.983 0.042 0.021 -0.032 -0.0509
C -0.038 4.107 2.418 0.027 0.067 0.000 -0.0842
C -1.049 4.044 1.479 -0.015 -0.023 0.046 -0.0613
C -1.584 2.824 1.083 -0.026 -0.053 0.029 -0.2140
C -2.647 2.766 0.033 -0.092 0.012 0.052 -0.0300
C 1.069 -1.635 -0.644 0.188 -0.226 -0.127 -0.3417
O 0.750 -1.247 0.459 0.081 0.049 0.135 0.0902
H 5.051 -2.064 -0.253 0.070 -0.063 0.059 0.0768
H 4.041 -2.902 -1.431 0.039 -0.079 -0.022 0.0755
H 3.438 -2.612 0.203 -0.015 -0.098 0.119 0.0784
H 4.097 -0.401 -1.814 -0.068 0.107 0.004 0.1277
H 3.434 -0.170 -0.193 0.004 0.093 -0.065 0.1140
H 0.886 -0.153 -3.971 -0.014 -0.062 -0.040 0.1104
H -0.126 2.013 -4.473 -0.041 0.024 -0.085 0.1047
H -0.198 3.784 -2.753 -0.046 0.099 -0.023 0.1053
H 0.742 3.346 -0.509 -0.008 0.065 0.082 0.0997
H 1.734 1.180 0.006 0.063 -0.010 0.117 0.1101
H 2.549 -1.809 -3.551 -0.083 -0.131 -0.014 0.1716
H -0.835 -4.190 -1.524 -0.015 0.082 0.159 0.1442
H -0.276 -4.010 0.168 -0.022 0.010 -0.099 0.1223
H -1.864 -3.961 1.899 0.012 0.028 0.088 0.0958
H -0.591 -2.711 1.990 -0.043 -0.015 0.055 0.0813
H -2.163 -2.436 2.742 0.006 -0.018 0.002 0.0989
H -4.052 -1.767 1.464 0.106 0.120 -0.008 0.1378
H -3.681 -1.136 -0.153 0.016 -0.015 0.218 0.1357
H -0.925 -0.283 0.986 -0.161 -0.076 -0.072 0.1053
H 1.202 0.665 3.994 0.042 -0.005 0.057 0.0781
H 0.845 -0.220 2.504 0.058 -0.097 0.059 0.0542
H -0.387 -0.074 3.755 -0.031 -0.098 0.055 0.0863
H 1.245 2.993 3.717 0.069 -0.023 0.078 0.1061
H 0.371 5.063 2.711 0.031 0.083 0.025 0.1010
H -1.428 4.953 1.034 -0.048 0.080 -0.066 0.1100
H -2.722 3.717 -0.489 0.019 0.054 -0.075 0.0786
H -2.431 1.979 -0.689 -0.015 -0.040 -0.095 0.0859
H -3.609 2.542 0.494 -0.043 -0.003 -0.062 0.0782
```
Positions in Å, forces in eV/Å.

Results
total charge	0
strongest force on any atom	0.65	eV/Å
energy	-1451.4595	Ha
relative energy (zero: lowest compared OMol25 entry of this formula, charge and spin)	0.0	kJ/mol

Here is a structure of composition C24H28NO2W at a distorted geometry from the Open Molecules 2025 dataset. Energies are from ωB97M-V/def2-TZVPD.

Geometry as XYZ:
```
56
Properties=species:S:1:pos:R:3:forces:R:3:lowdin_charge:R:1
C 1.622 0.251 2.788 0.628 -0.081 -0.409 -0.1837
C 1.871 -0.387 1.530 -0.200 0.727 0.343 -0.1631
C 2.202 0.634 0.577 0.629 -0.542 0.861 -0.1761
H 1.830 -1.442 1.329 -0.131 -0.110 0.030 0.1045
C 2.228 1.888 1.266 -0.084 0.075 0.000 -0.1702
C 1.894 1.649 2.634 -0.399 -0.331 -0.144 -0.1573
H 2.632 2.815 0.856 -0.495 -0.247 0.139 0.1280
C -0.936 -2.111 3.005 -1.603 0.582 -0.568 -0.0909
C 0.002 -3.007 2.410 -0.462 -0.341 -0.348 -0.0477
C -0.365 -3.199 1.050 -0.770 0.592 -0.688 -0.0478
H 0.860 -3.451 2.919 -0.339 0.068 -0.231 0.1214
C -1.485 -2.355 0.779 2.083 -1.447 -0.367 -0.1854
C -1.871 -1.750 2.020 0.857 0.125 2.652 -0.0508
H 2.564 0.465 -0.430 -0.403 0.029 -0.005 0.1087
H 1.897 2.407 3.408 -0.179 -0.199 -0.088 0.1211
H 1.302 -0.254 3.689 0.082 0.075 -0.125 0.1106
H -2.692 -1.044 2.134 0.163 -0.357 0.151 0.1064
H 0.135 -3.857 0.336 -0.086 0.397 0.251 0.1107
H -0.947 -1.771 4.039 -0.006 -0.261 -0.348 0.0991
W 0.056 1.049 1.283 1.805 0.725 4.822 1.4473
C -1.827 -1.692 -0.532 0.057 0.571 0.079 -0.4524
C -3.333 -1.583 -0.756 -0.302 -0.017 -0.107 -0.0151
C -1.130 -2.362 -1.712 0.021 0.049 -0.166 -0.0300
H -3.791 -2.584 -0.787 0.189 0.306 -0.049 0.1090
H -3.544 -1.084 -1.711 0.006 -0.120 0.138 0.0861
H -3.831 -1.013 0.034 0.086 -0.092 -0.037 0.0932
H -1.401 -3.425 -1.774 0.006 0.295 0.097 0.1078
H -0.043 -2.293 -1.632 -0.045 -0.032 0.037 0.0869
H -1.428 -1.892 -2.653 0.009 -0.021 0.047 0.0813
C -1.188 -0.242 -0.221 -0.467 -0.719 -0.078 -0.1082
C -0.925 0.964 -1.077 1.289 0.937 -0.398 -0.3305
H -0.145 -0.613 0.161 -0.880 0.629 -0.551 0.1246
H -1.781 0.156 0.667 0.144 -0.386 -0.311 0.0898
O -0.026 1.752 -0.498 -2.219 -0.664 -3.517 -0.1706
N -1.337 1.319 -2.274 -0.728 0.371 0.027 0.1337
C -0.480 2.296 -3.017 -0.754 0.261 0.199 -0.0768
H -2.292 1.123 -2.587 0.730 -0.329 0.033 0.1792
C 0.893 1.705 -3.098 0.484 0.074 -0.691 -0.2498
C 2.021 2.462 -2.792 -0.115 -0.249 0.027 -0.0333
H 1.906 3.523 -2.564 0.108 -0.296 0.106 0.1261
C 3.273 1.852 -2.795 0.153 0.011 -0.028 -0.0752
H 4.155 2.442 -2.550 -0.173 -0.169 -0.051 0.1142
C 3.401 0.496 -3.106 -0.073 0.096 -0.043 -0.0827
H 4.379 0.014 -3.078 -0.278 0.162 -0.010 0.1138
C 2.276 -0.229 -3.501 -0.155 0.072 -0.047 -0.0682
H 2.356 -1.271 -3.793 0.120 0.124 -0.026 0.1096
C 1.028 0.387 -3.541 0.167 0.085 0.191 -0.0422
H 0.145 -0.136 -3.925 0.372 0.007 0.291 0.1180
H -0.480 3.269 -2.502 0.004 -0.359 -0.150 0.1367
H -0.939 2.432 -3.999 0.027 -0.088 0.111 0.1407
C -1.180 1.279 4.366 -0.692 -0.006 0.495 -0.0902
C -1.616 1.241 2.929 0.375 -0.081 -1.891 -0.4572
O -2.783 1.351 2.527 1.374 -0.037 0.669 -0.0623
H -0.703 0.319 4.601 -0.022 0.248 -0.039 0.0483
H -2.004 1.440 5.080 0.167 -0.003 -0.300 0.0912
H -0.428 2.065 4.484 -0.077 -0.108 0.015 0.0699
```
Positions in Å, forces in eV/Å.

Results
<S²>	2.028
total charge	+1
strongest force on any atom	5.20	eV/Å
energy	-1203.2085	Ha
multiplicity	3